Entry 1:
{"formula": "C5H8IN2", "method": "the ωB97M-V functional and the def2-TZVPD basis", "symbols": ["C", "C", "N", "C", "N", "C", "C", "I", "H", "H", "H", "H", "H", "H", "H", "H"], "positions_angstrom": [[0.041, 1.698, -0.058], [0.317, 0.329, -0.465], [1.135, -0.533, 0.165], [1.064, -1.962, 0.054], [-0.043, -2.517, -0.047], [-1.206, -1.873, -0.348], [-1.828, -0.957, 0.440], [-3.619, 0.043, 0.004], [0.826, 2.281, -0.469], [-0.023, 1.722, 0.968], [-0.804, 1.944, -0.777], [0.123, -0.120, -1.344], [1.488, -0.053, 0.949], [2.041, -2.616, 0.204], [-1.638, -1.918, -1.391], [-1.497, -0.814, 1.430]], "total_charge": 1, "smiles": "C/C=[NH+]/C=N\\C=C\\I", "e_tot_ha": -602.15629, "e_homo_ev": -12.753, "gap_ha": 0.278, "relative_energy_kj_mol": 281.71}

***

Entry 2:
{"formula": "C5H8InO3", "method": "the ωB97M-V functional and the def2-TZVPD basis", "symbols": ["O", "C", "C", "H", "H", "H", "H", "O", "O", "C", "C", "C", "H", "H", "H", "H", "In"], "positions_angstrom": [[0.113, -1.841, -0.273], [1.441, -1.801, 0.086], [2.406, -2.064, -1.026], [1.627, -1.926, 1.166], [3.277, -1.405, -0.881], [2.740, -3.120, -1.053], [2.011, -1.825, -2.025], [-1.058, 0.278, -0.143], [-1.052, -0.816, 1.812], [-1.009, 1.586, 0.560], [-1.846, 2.544, -0.267], [-0.994, -0.858, 0.547], [0.047, 1.896, 0.479], [-1.744, 3.560, 0.142], [-1.525, 2.573, -1.326], [-2.918, 2.294, -0.236], [-1.516, 0.926, 2.438]], "total_charge": 1, "e_tot_ha": -610.70142, "e_homo_ev": [-12.412, -11.815], "gap_ha": [0.264, 0.222], "relative_energy_kj_mol": 0.00}

***

Entry 3:
{"formula": "C5H8LiNaO4", "method": "the ωB97M-V functional and the def2-TZVPD basis", "symbols": ["O", "C", "C", "H", "H", "H", "H", "O", "C", "C", "O", "O", "C", "H", "H", "H", "H", "Na", "Li"], "positions_angstrom": [[-1.982, 0.027, 0.166], [-1.148, -1.094, 0.027], [0.072, -0.880, -0.871], [-0.785, -1.398, 1.032], [-1.737, -1.953, -0.360], [-0.181, -0.777, -1.939], [0.628, -1.833, -0.898], [1.704, -0.292, 1.104], [1.425, 0.212, -0.179], [2.594, -1.384, 0.981], [1.020, 1.420, -0.177], [2.591, -0.031, -0.923], [3.272, -1.150, -0.386], [2.033, -2.331, 1.005], [3.302, -1.358, 1.818], [3.160, -2.019, -1.052], [4.337, -0.902, -0.293], [-4.547, 0.193, 0.221], [-0.864, 1.410, -0.232]], "total_charge": 0, "e_tot_ha": -666.09209, "e_homo_ev": -6.588, "gap_ha": 0.169, "relative_energy_kj_mol": 26.82}

***

Entry 4:
{"formula": "C5H8LuO4", "method": "the ωB97M-V functional and the def2-TZVPD basis", "symbols": ["O", "C", "O", "C", "O", "C", "O", "C", "C", "Lu", "H", "H", "H", "H", "H", "H", "H", "H"], "positions_angstrom": [[-1.442, 1.509, -0.091], [-3.311, 0.250, 1.411], [-4.035, 0.876, 2.137], [1.156, -1.737, 1.225], [-0.104, -1.476, 1.734], [1.298, -1.201, -0.196], [0.855, 0.151, -0.171], [0.401, 0.697, -1.402], [-0.513, 1.866, -1.056], [-0.849, 0.362, 1.483], [1.386, -2.822, 1.187], [1.957, -1.277, 1.846], [0.646, -1.774, -0.878], [2.335, -1.259, -0.565], [-0.163, -0.077, -1.951], [1.257, 1.008, -2.024], [-0.993, 2.203, -1.997], [0.119, 2.703, -0.692]], "total_charge": 0, "spin_multiplicity": 2, "e_tot_ha": -1731.74975, "e_homo_ev": [-4.826, -9.676], "gap_ha": [0.145, 0.360]}

***

Entry 5:
{"formula": "C5H8N", "method": "the ωB97M-V functional and the def2-TZVPD basis", "symbols": ["C", "C", "C", "C", "C", "N", "H", "H", "H", "H", "H", "H", "H", "H"], "positions_angstrom": [[-2.166, 0.364, 0.504], [-0.748, 0.495, 0.119], [0.314, 1.207, 0.486], [1.346, 1.049, -0.623], [0.426, -0.115, -0.666], [1.027, -1.432, -0.162], [-2.825, 1.146, 0.130], [-2.211, 0.474, 1.669], [-2.641, -0.584, 0.343], [1.346, 1.608, -1.448], [2.366, 0.963, -0.303], [1.996, -1.537, -0.519], [0.415, -2.221, -0.361], [1.354, -1.416, 0.830]], "total_charge": 1, "smiles": "CC1=C2C[C@]12[NH3+]", "e_tot_ha": -249.64570, "e_homo_ev": -13.775, "gap_ha": 0.361, "relative_energy_kj_mol": 471.12}

***

Entry 6:
{"formula": "C5H8N", "method": "the ωB97M-V functional and the def2-TZVPD basis", "symbols": ["C", "C", "C", "N", "C", "C", "H", "H", "H", "H", "H", "H", "H", "H"], "positions_angstrom": [[0.553, -1.479, -1.214], [-0.081, -0.599, -0.476], [-1.191, -1.087, 0.790], [0.319, 0.731, -0.235], [1.308, 1.505, -0.294], [0.123, 1.988, 0.533], [1.221, -1.243, -2.088], [0.027, -2.365, -1.327], [-0.831, -0.885, 1.786], [-1.221, -2.112, 0.716], [-2.109, -0.591, 0.564], [2.400, 1.595, -0.621], [0.048, 1.874, 1.600], [-0.565, 2.668, 0.267]], "total_charge": 1, "smiles": "C=C(C)[N+]1=CC1", "e_tot_ha": -249.64874, "e_homo_ev": -14.952, "gap_ha": 0.347, "relative_energy_kj_mol": 463.15}

***

Entry 7:
{"formula": "C5H8N", "method": "the ωB97M-V functional and the def2-TZVPD basis", "symbols": ["C", "C", "N", "C", "C", "C", "H", "H", "H", "H", "H", "H", "H", "H"], "positions_angstrom": [[2.353, -2.036, 0.095], [1.015, -2.204, 0.113], [0.528, -0.918, -0.172], [0.087, 0.151, -0.363], [-0.541, 1.470, -0.516], [-1.990, 1.561, 0.003], [3.163, -2.592, 0.552], [2.549, -1.014, 0.115], [0.373, -3.000, 0.363], [-0.309, 2.039, -1.418], [-0.086, 1.647, 0.500], [-1.851, 1.042, 0.895], [-2.350, 2.699, 0.349], [-2.940, 1.155, -0.516]], "total_charge": 1, "smiles": "C=C[N+]#CCC", "e_tot_ha": -249.67072, "e_homo_ev": -15.031, "gap_ha": 0.386, "relative_energy_kj_mol": 405.43}

***

Entry 8:
{"formula": "C5H8N", "method": "the ωB97M-V functional and the def2-TZVPD basis", "symbols": ["C", "C", "C", "C", "C", "N", "H", "H", "H", "H", "H", "H", "H", "H"], "positions_angstrom": [[0.774, 0.259, 0.102], [-1.498, -0.834, -1.244], [1.379, 1.489, 0.330], [2.099, 0.140, 0.686], [-1.859, -0.821, 0.220], [-0.561, -0.210, -1.744], [-2.225, -1.407, -1.949], [1.400, 1.877, -0.742], [1.269, 2.367, 1.006], [2.033, -0.131, 1.690], [3.030, -0.091, 0.157], [-3.055, -0.691, 0.327], [-1.652, -1.825, 0.499], [-1.134, -0.123, 0.659]], "total_charge": 1, "e_tot_ha": -249.51810, "e_homo_ev": [-14.285, -14.599], "gap_ha": [0.273, 0.297], "relative_energy_kj_mol": 806.13}

***

Entry 9:
{"formula": "C5H8N", "method": "the ωB97M-V functional and the def2-TZVPD basis", "symbols": ["C", "C", "C", "C", "C", "N", "H", "H", "H", "H", "H", "H", "H", "H"], "positions_angstrom": [[-0.315, 2.149, -0.006], [0.340, 0.867, 0.030], [-0.204, 1.443, -1.281], [1.208, -0.091, 0.763], [-0.709, -1.433, 0.002], [-0.182, -0.296, 0.810], [-1.209, 1.224, -1.648], [0.608, 1.900, -1.756], [1.736, -0.892, 0.155], [1.861, 0.275, 1.605], [0.001, -2.358, 0.204], [-1.747, -1.636, 0.513], [-0.802, -1.179, -1.107], [-0.585, 0.026, 1.717]], "total_charge": 1, "e_tot_ha": -249.55668, "e_homo_ev": -13.869, "gap_ha": 0.306, "relative_energy_kj_mol": 704.85}

***

Entry 10:
{"formula": "C5H8N", "method": "the ωB97M-V functional and the def2-TZVPD basis", "symbols": ["C", "C", "N", "C", "C", "C", "H", "H", "H", "H", "H", "H", "H", "H"], "positions_angstrom": [[2.922, 0.162, -1.125], [1.680, 0.225, -0.654], [0.488, 0.491, -0.167], [-0.546, -0.324, 0.090], [-1.435, -0.141, 1.285], [-2.101, -0.103, -0.065], [3.346, 0.243, -2.018], [3.691, -0.134, -0.410], [0.433, 1.435, 0.169], [-0.277, -1.331, -0.025], [-1.313, 0.756, 1.833], [-1.721, -1.095, 1.813], [-2.636, -1.073, -0.289], [-2.532, 0.889, -0.435]], "total_charge": 1, "smiles": "C=C=[NH+]C1CC1", "e_tot_ha": -249.67937, "e_homo_ev": -14.764, "gap_ha": 0.364, "relative_energy_kj_mol": 382.72}

***

Entry 11:
{"formula": "C5H8N", "method": "the ωB97M-V functional and the def2-TZVPD basis", "symbols": ["C", "C", "C", "C", "N", "C", "H", "H", "H", "H", "H", "H", "H", "H"], "positions_angstrom": [[0.520, -1.687, -1.288], [0.177, -0.576, -0.478], [0.714, 1.120, -0.319], [0.770, 1.426, 1.081], [-0.543, 1.302, 0.499], [-1.053, -0.154, 0.253], [-0.208, -1.906, -2.122], [0.340, -2.526, -0.594], [1.547, -1.484, -1.656], [1.022, 0.667, 1.833], [0.957, 2.492, 1.373], [-1.164, 2.091, 0.459], [-2.021, -0.003, -0.171], [-1.058, -0.762, 1.129]], "total_charge": 1, "smiles": "CC1=C2C[N@@H+]2C1", "e_tot_ha": -249.58609, "e_homo_ev": [-13.443, -13.907], "gap_ha": [0.276, 0.309], "relative_energy_kj_mol": 627.64}

***

Entry 12:
{"formula": "C5H8N", "method": "the ωB97M-V functional and the def2-TZVPD basis", "symbols": ["C", "C", "C", "C", "C", "N", "H", "H", "H", "H", "H", "H", "H", "H"], "positions_angstrom": [[0.177, 0.962, -1.066], [-0.562, 0.261, -0.115], [-2.018, 0.171, 0.229], [-1.289, -1.067, -0.365], [1.822, -0.627, -0.134], [0.960, 0.502, 0.162], [-2.092, 0.286, 1.354], [-2.482, 0.917, -0.401], [-1.466, -1.321, -1.386], [-0.970, -1.879, 0.339], [1.595, -0.926, -1.098], [2.822, -0.330, 0.025], [1.406, -1.514, 0.444], [1.247, 1.269, 0.821]], "total_charge": 1, "e_tot_ha": -249.58225, "e_homo_ev": -15.137, "gap_ha": 0.341, "relative_energy_kj_mol": 637.72}